(1)
Molecular formula: C3H5NO
Method: DFT, wB97M-V/def2-TZVPD

Geometry (Å):
1 C 1.298 0.106 0.109
2 C -1.396 -0.353 0.318
3 C -0.055 0.134 -0.577
4 N -0.985 0.986 -0.046
5 O -2.503 -0.356 -0.292
6 H -1.228 -0.736 1.330
7 H -0.053 -0.107 -1.641
8 H 1.217 0.341 1.170
9 H 1.764 -0.871 -0.018
10 H 1.941 0.856 -0.353

Molecular weight: 71.1 Da
Energy: -247.13051 Ha
ΔE to the lowest compared entry with this formula, charge and spin: 110.90 kcal/mol
Multiplicity: 1

These are the Mulliken partial charges, in e, on atoms 1 to 4:
1 C -1.081
2 C 0.130
3 C 0.162
4 N -0.399

---

(2)
Molecular formula: C3H5NO
Method: DFT, wB97M-V/def2-TZVPD

Geometry (Å):
1 C -0.586 0.193 0.023
2 C -1.589 0.803 0.265
3 C -2.725 1.535 0.828
4 H 0.317 -0.291 -0.290
5 H -3.363 0.878 1.420
6 H -2.339 2.336 1.489
7 H -3.324 1.978 0.045
8 N 2.086 -1.426 -0.110
9 O 2.794 -1.129 -1.035
10 H 1.153 -1.077 -0.302

Molecular weight: 71.1 Da
Energy: -247.10540 Ha
ΔE to the lowest compared entry with this formula, charge and spin: 126.65 kcal/mol
Multiplicity: 1

These are the Mulliken partial charges, in e, on atoms 1 to 4:
1 C 0.746
2 C -0.165
3 C -1.174
4 H -0.186

---

(3)
Molecular formula: C3H5NO
Method: DFT, wB97M-V/def2-TZVPD

Geometry (Å):
1 C 0.239 -1.252 0.903
2 O 0.066 -0.660 -0.407
3 C -0.188 0.595 -0.475
4 N -0.187 1.611 0.266
5 C -0.401 1.762 -1.240
6 H 1.189 -0.813 1.296
7 H 0.017 -2.353 0.770
8 H -0.664 -0.847 1.468
9 H 0.602 2.127 -1.626
10 H -1.293 2.042 -1.669

Molecular weight: 71.1 Da
Energy: -247.19704 Ha
ΔE to the lowest compared entry with this formula, charge and spin: 69.15 kcal/mol
Multiplicity: 1

These are the Mulliken partial charges, in e, on atoms 1 to 4:
1 C -0.567
2 O -0.380
3 C 0.525
4 N -0.525

---

(4)
Molecular formula: C3H5NO
Method: DFT, wB97M-V/def2-TZVPD

Geometry (Å):
1 O 2.457 -0.045 -0.262
2 C 1.348 -0.163 0.260
3 C 0.057 -0.259 -0.544
4 C -0.940 0.681 -0.055
5 N -1.171 -0.843 -0.105
6 H 1.144 -0.311 1.340
7 H 0.282 -0.334 -1.637
8 H -0.781 1.299 0.854
9 H -1.491 1.151 -0.730
10 H -0.905 -1.177 0.878

Molecular weight: 71.1 Da
Energy: -247.22648 Ha
ΔE to the lowest compared entry with this formula, charge and spin: 50.68 kcal/mol
Multiplicity: 1

These are the Mulliken partial charges, in e, on atoms 1 to 4:
1 O -0.485
2 C -0.022
3 C 0.158
4 C -0.511

---

(5)
Molecular formula: C3H5NO
Method: DFT, wB97M-V/def2-TZVPD

Geometry (Å):
1 O -1.314 -1.375 1.951
2 C -0.925 -0.737 1.029
3 N 0.594 -0.288 0.581
4 C 0.708 -0.254 -0.920
5 C 0.462 0.944 -0.102
6 H -1.533 0.172 0.226
7 H 1.668 -0.567 -1.343
8 H -0.161 -0.590 -1.496
9 H -0.803 1.237 -0.158
10 H 1.023 1.857 0.110

Molecular weight: 71.1 Da
Energy: -247.17548 Ha
ΔE to the lowest compared entry with this formula, charge and spin: 82.67 kcal/mol
Multiplicity: 1

These are the Mulliken partial charges, in e, on atoms 1 to 4:
1 O -0.343
2 C 0.320
3 N -0.267
4 C -0.232

---

(6)
Molecular formula: C3H5NO
Method: DFT, wB97M-V/def2-TZVPD

Geometry (Å):
1 C -0.907 0.895 0.288
2 O -0.868 -0.214 -0.591
3 C 0.422 -0.730 -0.756
4 C 1.147 -0.798 0.535
5 N 1.641 -0.772 1.580
6 H -1.959 1.071 0.521
7 H -0.448 1.784 -0.172
8 H -0.366 0.646 1.210
9 H 1.030 -0.142 -1.463
10 H 0.309 -1.742 -1.152

Molecular weight: 71.1 Da
Energy: -247.26251 Ha
ΔE to the lowest compared entry with this formula, charge and spin: 28.07 kcal/mol
Multiplicity: 1

These are the Mulliken partial charges, in e, on atoms 1 to 4:
1 C -0.696
2 O -0.317
3 C -0.215
4 C 0.313

---

(7)
Molecular formula: C3H5NO
Method: DFT, wB97M-V/def2-TZVPD

Geometry (Å):
1 N 0.181 1.917 -2.009
2 C -0.190 1.306 -1.100
3 C -0.608 0.510 0.057
4 C 0.514 -0.434 0.573
5 O 0.118 -1.786 0.578
6 H -0.945 1.195 0.841
7 H -1.472 -0.102 -0.221
8 H 0.748 -0.184 1.611
9 H 1.428 -0.284 -0.016
10 H 0.226 -2.139 -0.313

Molecular weight: 71.1 Da
Energy: -247.28253 Ha
ΔE to the lowest compared entry with this formula, charge and spin: 15.50 kcal/mol
Multiplicity: 1

These are the Mulliken partial charges, in e, on atoms 1 to 4:
1 N -0.384
2 C 0.207
3 C -0.227
4 C -0.487

---

(8)
Molecular formula: C3H5NO2
Method: DFT, wB97M-V/def2-TZVPD

Geometry (Å):
1 N -2.450 -0.567 -1.201
2 C -1.533 -0.631 -0.500
3 C -0.393 -0.765 0.409
4 C 0.966 -0.697 -0.255
5 O 1.943 -0.266 0.308
6 H -0.382 -1.783 0.819
7 H -0.467 -0.048 1.231
8 H 1.018 -1.170 -1.253
9 O 0.284 1.918 -0.211
10 H 1.137 1.616 0.131
11 H -0.122 2.393 0.521

Molecular weight: 87.1 Da
Energy: -322.51722 Ha
ΔE to the lowest compared entry with this formula, charge and spin: 35.84 kcal/mol
Multiplicity: 1

These are the Mulliken partial charges, in e, on atoms 1 to 4:
1 N -0.388
2 C 0.245
3 C -0.183
4 C -0.074

---

(9)
Molecular formula: C3H5NO2
Method: DFT, wB97M-V/def2-TZVPD

Geometry (Å):
1 N -0.267 -1.947 -1.056
2 C -0.623 -0.878 -0.658
3 C -0.891 0.588 -0.614
4 O 0.345 1.151 -0.277
5 C 0.937 0.433 0.840
6 O 0.377 -0.820 0.925
7 H 0.455 -1.774 -0.022
8 H -1.165 0.943 -1.610
9 H -1.692 0.809 0.104
10 H 2.014 0.427 0.638
11 H 0.727 1.001 1.758

Molecular weight: 87.1 Da
Energy: -322.41419 Ha
ΔE to the lowest compared entry with this formula, charge and spin: 100.49 kcal/mol
Multiplicity: 1

These are the Mulliken partial charges, in e, on atoms 1 to 4:
1 N -0.549
2 C 0.422
3 C -0.331
4 O -0.358

---

(10)
Molecular formula: C3H5NO2
Method: DFT, wB97M-V/def2-TZVPD

Geometry (Å):
1 N 2.942 -1.259 -0.920
2 C 3.055 -0.187 -1.355
3 O 3.452 0.824 -1.648
4 H 2.284 -1.933 -1.267
5 C -0.432 -0.031 1.008
6 C -0.784 -0.362 -0.381
7 O -0.244 -0.932 -1.298
8 H -0.092 1.052 1.039
9 H 0.477 -0.505 1.470
10 H -1.363 -0.197 1.606
11 H -1.827 -0.005 -0.524

Molecular weight: 87.1 Da
Energy: -322.51747 Ha
ΔE to the lowest compared entry with this formula, charge and spin: 35.68 kcal/mol
Multiplicity: 1

These are the Mulliken partial charges, in e, on atoms 1 to 4:
1 N -0.410
2 C 0.450
3 O -0.359
4 H 0.325

---

(11)
Molecular formula: C3H5NO2
Method: DFT, wB97M-V/def2-TZVPD

Geometry (Å):
1 C 0.603 -0.393 -2.014
2 C -0.358 0.012 -1.175
3 O -1.353 0.710 -1.272
4 H 1.326 -1.042 -1.534
5 H 0.644 -0.136 -3.057
6 N -0.690 -0.145 1.889
7 C 0.177 0.166 0.835
8 O 0.464 1.426 0.650
9 H -1.402 0.556 2.058
10 H -0.411 -0.586 2.751
11 H 0.999 -0.567 0.868

Molecular weight: 87.1 Da
Energy: -322.39172 Ha
ΔE to the lowest compared entry with this formula, charge and spin: 114.59 kcal/mol
Multiplicity: 1

These are the Mulliken partial charges, in e, on atoms 1 to 4:
1 C -0.875
2 C 0.724
3 O -0.386
4 H 0.204

---

(12)
Molecular formula: C3H5NO2
Method: DFT, wB97M-V/def2-TZVPD

Geometry (Å):
1 N -1.328 2.052 -1.730
2 C -0.656 1.509 -0.960
3 C 0.234 0.871 0.011
4 C -0.496 0.162 1.144
5 O -0.058 -0.823 1.681
6 H 0.858 1.653 0.457
7 H 0.872 0.146 -0.500
8 H -1.442 0.615 1.487
9 O 0.371 -2.031 -0.784
10 H 0.346 -1.971 0.183
11 H 1.300 -2.183 -0.989

Molecular weight: 87.1 Da
Energy: -322.52011 Ha
ΔE to the lowest compared entry with this formula, charge and spin: 34.03 kcal/mol
Multiplicity: 1

These are the Mulliken partial charges, in e, on atoms 1 to 4:
1 N -0.364
2 C 0.145
3 C -0.041
4 C -0.005

---

(13)
Molecular formula: C3H5NO2
Method: DFT, wB97M-V/def2-TZVPD

Geometry (Å):
1 C 2.103 0.229 -0.742
2 N 2.260 0.921 0.169
3 H 1.903 -0.432 -1.562
4 C -0.691 -1.550 -0.149
5 O -0.213 -1.383 -1.247
6 H -0.074 -1.540 0.769
7 H -1.774 -1.705 -0.002
8 C -0.875 1.377 0.691
9 O -1.643 0.710 1.343
10 H 0.062 1.780 1.111
11 H -1.058 1.593 -0.381

Molecular weight: 87.1 Da
Energy: -322.46139 Ha
ΔE to the lowest compared entry with this formula, charge and spin: 70.87 kcal/mol
Multiplicity: 1

These are the Mulliken partial charges, in e, on atoms 1 to 4:
1 C 0.123
2 N -0.416
3 H 0.310
4 C -0.204

---

(14)
Molecular formula: C3H5NO2
Method: DFT, wB97M-V/def2-TZVPD

Geometry (Å):
1 N 0.538 0.635 1.425
2 C -0.213 0.963 0.350
3 O -0.691 2.047 0.132
4 C -0.817 -0.359 -0.395
5 C 0.317 -0.846 -1.189
6 O -0.086 -1.574 -0.095
7 H 0.585 1.290 2.188
8 H 0.783 -0.333 1.564
9 H -1.811 -0.426 -0.826
10 H 0.227 -1.285 -2.177
11 H 1.168 -0.113 -0.977

Molecular weight: 87.1 Da
Energy: -322.49212 Ha
ΔE to the lowest compared entry with this formula, charge and spin: 51.59 kcal/mol
Multiplicity: 1

These are the Mulliken partial charges, in e, on atoms 1 to 4:
1 N -0.338
2 C 0.274
3 O -0.582
4 C 0.041

---

(15)
Molecular formula: C3H5NO2
Method: DFT, wB97M-V/def2-TZVPD

Geometry (Å):
1 C -1.023 1.379 -0.036
2 N 0.066 0.443 -0.080
3 C -0.035 -0.854 0.180
4 O -1.043 -1.469 0.509
5 C 1.432 -1.538 -0.033
6 O 2.450 -0.975 -0.367
7 H -1.931 0.815 0.190
8 H -0.859 2.127 0.744
9 H -1.134 1.876 -1.004
10 H 1.009 0.714 -0.323
11 H 1.058 -2.524 0.222

Molecular weight: 87.1 Da
Energy: -322.52524 Ha
ΔE to the lowest compared entry with this formula, charge and spin: 30.81 kcal/mol
Multiplicity: 1

These are the Mulliken partial charges, in e, on atoms 1 to 4:
1 C -0.798
2 N -0.182
3 C 0.630
4 O -0.626

---

(16)
Molecular formula: C3H5NO2
Method: DFT, wB97M-V/def2-TZVPD

Geometry (Å):
1 C -1.889 -0.111 -0.546
2 C -0.729 0.353 0.810
3 O -0.799 -0.910 0.600
4 O 0.512 0.907 0.667
5 C 1.612 0.145 0.343
6 N 2.729 0.723 0.287
7 H -2.846 0.003 -0.050
8 H -1.605 0.760 -1.139
9 H -1.823 -1.011 -1.164
10 H 1.391 -0.906 0.159
11 H 3.447 0.046 0.034

Molecular weight: 87.1 Da
Energy: -322.37539 Ha
ΔE to the lowest compared entry with this formula, charge and spin: 124.84 kcal/mol
Multiplicity: 1

These are the Mulliken partial charges, in e, on atoms 1 to 4:
1 C -0.468
2 C 0.000
3 O -0.272
4 O -0.261

---

(17)
Molecular formula: C3H5NO2
Method: DFT, wB97M-V/def2-TZVPD

Geometry (Å):
1 C 0.879 -0.424 -1.429
2 N -0.157 -0.046 -0.491
3 C 0.046 -0.017 0.841
4 O 1.053 -0.364 1.434
5 C -1.136 0.548 1.628
6 O -1.988 1.244 1.126
7 H 1.835 -0.395 -0.905
8 H 0.725 -1.435 -1.820
9 H 0.903 0.283 -2.262
10 H -1.040 0.315 -0.822
11 H -1.119 0.290 2.700

Molecular weight: 87.1 Da
Energy: -322.54649 Ha
ΔE to the lowest compared entry with this formula, charge and spin: 17.47 kcal/mol
Multiplicity: 1

These are the Mulliken partial charges, in e, on atoms 1 to 4:
1 C -0.804
2 N -0.178
3 C 0.598
4 O -0.599

---

(18)
Molecular formula: C3H5NO2
Method: DFT, wB97M-V/def2-TZVPD

Geometry (Å):
1 O 0.046 2.772 -0.882
2 C 0.419 1.673 -0.725
3 N 0.914 0.561 -0.742
4 C 0.840 -0.521 0.185
5 C -0.236 -0.333 1.236
6 O -0.868 0.690 1.350
7 H 0.656 -1.462 -0.349
8 H 1.802 -0.647 0.703
9 H -0.407 -1.198 1.903
10 H -1.340 -0.527 -1.486
11 H -1.825 -1.009 -1.193

Molecular weight: 87.1 Da
Energy: -322.50264 Ha
ΔE to the lowest compared entry with this formula, charge and spin: 44.99 kcal/mol
Multiplicity: 1

These are the Mulliken partial charges, in e, on atoms 1 to 4:
1 O -0.446
2 C 0.765
3 N -0.447
4 C -0.618

---

(19)
Molecular formula: C3H5NO2
Method: DFT, wB97M-V/def2-TZVPD

Geometry (Å):
1 N -1.754 -0.400 -0.014
2 C -0.757 0.517 0.114
3 O -0.906 1.700 -0.133
4 C 0.589 -0.028 0.569
5 C 1.594 0.006 -0.568
6 O 2.423 -0.852 -0.747
7 H -1.588 -1.390 0.059
8 H -2.637 -0.082 -0.384
9 H 0.560 -1.035 0.994
10 H 0.952 0.669 1.336
11 H 1.523 0.894 -1.227

Molecular weight: 87.1 Da
Energy: -322.55866 Ha
ΔE to the lowest compared entry with this formula, charge and spin: 9.84 kcal/mol
Multiplicity: 1

These are the Mulliken partial charges, in e, on atoms 1 to 4:
1 N -0.377
2 C 0.496
3 O -0.591
4 C -0.417

---

(20)
Molecular formula: C3H5NO2
Method: DFT, wB97M-V/def2-TZVPD

Geometry (Å):
1 H 2.503 0.822 0.784
2 N 1.584 0.401 0.686
3 C 1.401 0.000 -0.497
4 O 0.266 -0.605 -0.903
5 C -0.750 -0.732 0.091
6 C -1.590 0.530 0.109
7 O -1.845 1.159 1.104
8 H 2.094 0.065 -1.339
9 H -0.326 -0.907 1.082
10 H -1.365 -1.577 -0.234
11 H -1.972 0.844 -0.882

Molecular weight: 87.1 Da
Energy: -322.51183 Ha
ΔE to the lowest compared entry with this formula, charge and spin: 39.22 kcal/mol
Multiplicity: 1

These are the Mulliken partial charges, in e, on atoms 1 to 4:
1 H 0.233
2 N -0.587
3 C 0.128
4 O -0.374